A cluster of 2 separate species, C3H8ClOPS in total. Source: the OMol25 dataset; level of theory: wB97M-V/def2-TZVPD.

- highest occupied orbital energy (eV) = -8.922
- calculated total energy (eV) = -37934.4494
- multiplicity = 1
- structure (SMILES) = OP(S)Cl.C=CC
- HOMO-LUMO gap (Ha) = 0.3499
- LUMO energy (eV) = 0.60

Bonds (Å) are listed after each position.
Atoms and positions in Å:
1 O -1.868 -0.103 1.761  P2 1.579, H5 0.937
2 P -1.513 -0.606 0.306  O1 1.579, S3 2.172, Cl4 2.031
3 S -2.782 0.845 -0.696  P2 2.172, H6 1.410
4 Cl -2.738 -2.226 0.327  P2 2.031
5 H -1.283 -0.532 2.354  O1 0.937
6 H -3.150 0.253 -1.922  S3 1.410
7 C 1.571 -0.018 1.169  C8 1.344, H10 1.141, H11 1.108
8 C 1.491 0.709 0.041  C7 1.344, C9 1.524, H12 1.015
9 C 1.355 0.283 -1.416  C8 1.524, H13 1.153, H14 1.052, H15 1.046
10 H 1.875 0.457 2.161  C7 1.141
11 H 1.475 -1.112 1.023  C7 1.108
12 H 1.377 1.709 0.174  C8 1.015
13 H 1.021 -0.819 -1.478  C9 1.153
14 H 0.807 0.859 -2.105  C9 1.052
15 H 2.362 0.302 -1.699  C9 1.046

The molecule C22H26N2O6. Source: the OMol25 dataset; level of theory: wB97M-V/def2-TZVPD.

- highest occupied orbital energy (eV) = -8.709
- calculated total energy (eV) = -38499.7531
- multiplicity = 1
- structure (SMILES) = CCCCCOc1ccc(C(=O)OCC(=O)Nc2cc(C)c(C)cc2[N+](=O)[O-])cc1
- HOMO-LUMO gap (Ha) = 0.2935
- LUMO energy (eV) = -0.72

Bonds (Å) are listed after each position.
Atoms and positions in Å:
1 C -8.314 2.469 -2.424  C2 1.524, H31 1.088, H32 1.087, H33 1.087
2 C -8.420 1.012 -1.989  C1 1.524, C3 1.529, H34 1.092, H35 1.092
3 C -8.014 0.788 -0.531  C2 1.529, C4 1.527, H36 1.093, H37 1.092
4 C -6.527 1.026 -0.282  C3 1.527, C5 1.530, H38 1.092, H39 1.090
5 C -6.150 0.697 1.164  C4 1.530, O6 1.415, H40 1.097, H41 1.094
6 O -4.784 0.937 1.440  C5 1.415, C7 1.352
7 C -3.841 0.056 1.039  O6 1.352, C8 1.401, C30 1.395
8 C -2.520 0.419 1.329  C7 1.401, C9 1.375, H42 1.078
9 C -1.469 -0.403 0.997  C8 1.375, C10 1.397, H43 1.077
10 C -1.712 -1.620 0.355  C9 1.397, C11 1.469, C29 1.394
11 C -0.645 -2.556 -0.024  C10 1.469, O12 1.207, O13 1.358
12 O -0.809 -3.566 -0.665  C11 1.207
13 O 0.576 -2.178 0.435  C11 1.358, C14 1.416
14 C 1.657 -3.043 0.134  O13 1.416, C15 1.524, H44 1.098, H45 1.098
15 C 2.943 -2.298 -0.199  C14 1.524, O16 1.210, N17 1.361
16 O 3.904 -2.891 -0.633  C15 1.210
17 N 2.874 -0.966 0.071  C15 1.361, C18 1.381, H46 1.024
18 C 3.846 0.001 -0.089  N17 1.381, C19 1.396, C25 1.412
19 C 5.095 -0.303 -0.635  C18 1.396, C20 1.383, H47 1.077
20 C 6.085 0.647 -0.810  C19 1.383, C21 1.493, C22 1.407
21 C 7.399 0.248 -1.395  C20 1.493, H48 1.089, H49 1.086, H50 1.089
22 C 5.846 1.981 -0.436  C20 1.407, C23 1.495, C24 1.376
23 C 6.896 3.031 -0.612  C22 1.495, H51 1.089, H52 1.086, H53 1.089
24 C 4.620 2.299 0.100  C22 1.376, C25 1.399, H54 1.080
25 C 3.614 1.343 0.285  C18 1.412, C24 1.399, N26 1.420
26 N 2.399 1.807 0.856  C25 1.420, O27 1.214, O28 1.228
27 O 2.281 2.994 1.082  N26 1.214
28 O 1.510 0.997 1.107  N26 1.228
29 C -3.026 -1.979 0.061  C10 1.394, C30 1.379, H55 1.080
30 C -4.082 -1.159 0.396  C7 1.395, C29 1.379, H56 1.078
31 H -8.899 3.106 -1.763  C1 1.088
32 H -7.282 2.809 -2.408  C1 1.087
33 H -8.693 2.587 -3.436  C1 1.087
34 H -9.454 0.681 -2.113  C2 1.092
35 H -7.795 0.393 -2.636  C2 1.092
36 H -8.257 -0.241 -0.254  C3 1.093
37 H -8.599 1.449 0.112  C3 1.092
38 H -5.936 0.411 -0.964  C4 1.092
39 H -6.272 2.070 -0.470  C4 1.090
40 H -6.421 -0.337 1.412  C5 1.097
41 H -6.688 1.363 1.845  C5 1.094
42 H -2.349 1.362 1.822  C8 1.078
43 H -0.461 -0.100 1.226  C9 1.077
44 H 1.390 -3.691 -0.710  C14 1.098
45 H 1.857 -3.690 0.998  C14 1.098
46 H 1.991 -0.630 0.469  N17 1.024
47 H 5.284 -1.323 -0.924  C19 1.077
48 H 7.593 0.807 -2.310  C21 1.089
49 H 7.415 -0.813 -1.624  C21 1.086
50 H 8.207 0.470 -0.699  C21 1.089
51 H 7.180 3.116 -1.660  C23 1.089
52 H 6.535 3.997 -0.271  C23 1.086
53 H 7.792 2.775 -0.047  C23 1.089
54 H 4.401 3.313 0.400  C24 1.080
55 H -3.204 -2.921 -0.437  C29 1.080
56 H -5.085 -1.476 0.157  C30 1.078

The molecule C18H20O3S. Source: the OMol25 dataset; level of theory: wB97M-V/def2-TZVPD.

- highest occupied orbital energy (eV) = -8.162
- calculated total energy (eV) = -35967.6238
- multiplicity = 1
- structure (SMILES) = CCOc1cc(C=O)ccc1OCCSc1ccc(C)cc1
- HOMO-LUMO gap (Ha) = 0.3109
- LUMO energy (eV) = 0.30

Bonds (Å) are listed after each position.
Atoms and positions in Å:
1 C 2.087 2.975 -0.411  C2 1.524, H23 1.088, H24 1.086, H25 1.088
2 C 2.047 2.375 0.990  C1 1.524, O3 1.417, H26 1.096, H27 1.093
3 O 1.625 1.022 0.993  C2 1.417, C4 1.366
4 C 2.456 0.040 0.537  O3 1.366, C5 1.384, C11 1.416
5 C 3.806 0.225 0.293  C4 1.384, C6 1.396, H28 1.079
6 C 4.637 -0.823 -0.107  C5 1.396, C7 1.461, C9 1.392
7 C 6.054 -0.560 -0.343  C6 1.461, O8 1.207, H29 1.108
8 O 6.594 0.515 -0.240  C7 1.207
9 C 4.099 -2.097 -0.268  C6 1.392, C10 1.376, H30 1.079
10 C 2.754 -2.292 -0.053  C9 1.376, C11 1.396, H31 1.079
11 C 1.909 -1.250 0.334  C4 1.416, C10 1.396, O12 1.359
12 O 0.616 -1.628 0.513  C11 1.359, C13 1.414
13 C -0.446 -0.694 0.485  O12 1.414, C14 1.526, H32 1.093, H33 1.094
14 C -0.597 -0.060 -0.894  C13 1.526, S15 1.817, H34 1.090, H35 1.090
15 S -1.805 1.297 -0.871  C14 1.817, C16 1.774
16 C -3.333 0.503 -0.443  S15 1.774, C17 1.390, C22 1.386
17 C -4.284 1.279 0.211  C16 1.390, C18 1.380, H36 1.079
18 C -5.508 0.737 0.545  C17 1.380, C19 1.391, H37 1.080
19 C -5.811 -0.587 0.244  C18 1.391, C20 1.498, C21 1.388
20 C -7.133 -1.172 0.635  C19 1.498, H38 1.088, H39 1.087, H40 1.090
21 C -4.854 -1.347 -0.414  C19 1.388, C22 1.384, H41 1.081
22 C -3.628 -0.812 -0.765  C16 1.386, C21 1.384, H42 1.079
23 H 2.800 2.448 -1.041  C1 1.088
24 H 2.380 4.019 -0.350  C1 1.086
25 H 1.102 2.914 -0.868  C1 1.088
26 H 3.014 2.481 1.494  C2 1.096
27 H 1.288 2.884 1.590  C2 1.093
28 H 4.271 1.190 0.421  C5 1.079
29 H 6.630 -1.459 -0.640  C7 1.108
30 H 4.728 -2.920 -0.570  C9 1.079
31 H 2.304 -3.264 -0.181  C10 1.079
32 H -0.318 0.086 1.240  C13 1.093
33 H -1.332 -1.286 0.732  C13 1.094
34 H -0.873 -0.795 -1.650  C14 1.090
35 H 0.336 0.416 -1.196  C14 1.090
36 H -4.052 2.306 0.448  C17 1.079
37 H -6.240 1.348 1.052  C18 1.080
38 H -7.943 -0.485 0.396  C20 1.088
39 H -7.309 -2.115 0.124  C20 1.087
40 H -7.158 -1.355 1.710  C20 1.090
41 H -5.069 -2.376 -0.666  C21 1.081
42 H -2.917 -1.428 -1.295  C22 1.079

The molecule C3H3NOS. Source: the OMol25 dataset; level of theory: wB97M-V/def2-TZVPD.

- highest occupied orbital energy (alpha / beta) (eV) = -8.170 / -8.306
- calculated total energy (eV) = -17526.9640
- multiplicity = 1
- HOMO-LUMO gap (alpha / beta) (Ha) = 0.2117 / 0.2238
- LUMO energy (alpha / beta) (eV) = -2.41 / -2.22

Bonds (Å) are listed after each position.
Atoms and positions in Å:
1 C -0.322 0.504 -0.358  C2 1.488, C3 1.460, N4 1.362
2 C 1.052 1.011 -0.095  C1 1.488, O5 1.250, S6 1.777
3 C -0.743 -0.888 -0.496  C1 1.460, N4 1.536, H7 1.034, H8 1.103
4 N -1.102 0.053 0.664  C1 1.362, C3 1.536, H9 0.974
5 O 1.703 2.020 -0.444  C2 1.250
6 S 2.070 -0.246 0.640  C2 1.777
7 H -1.505 -0.975 -1.189  C3 1.034
8 H -0.269 -1.860 -0.277  C3 1.103
9 H -0.886 0.381 1.555  N4 0.974

The molecule C10H10N4O2. Source: the OMol25 dataset; level of theory: wB97M-V/def2-TZVPD.

- highest occupied orbital energy (eV) = -8.447
- calculated total energy (eV) = -20586.6201
- multiplicity = 1
- structure (SMILES) = CC(=O)N1C=NN(C(C)=O)c2ccncc21
- HOMO-LUMO gap (Ha) = 0.3231
- LUMO energy (eV) = 0.34

Bonds (Å) are listed after each position.
Atoms and positions in Å:
1 C -1.255 1.287 3.194  C2 1.508, H17 1.094, H18 1.108, H19 1.081
2 C -1.045 1.720 1.764  C1 1.508, O3 1.223, N4 1.405
3 O -0.913 2.920 1.571  C2 1.223
4 N -0.923 0.780 0.728  C2 1.405, C5 1.389, C16 1.398
5 C -1.053 -0.558 1.075  N4 1.389, N6 1.320, H20 1.108
6 N -0.375 -1.520 0.477  C5 1.320, N7 1.382
7 N 0.437 -1.227 -0.603  N6 1.382, C8 1.403, C11 1.423
8 C 1.511 -2.101 -0.828  N7 1.403, C9 1.555, O10 1.222
9 C 1.836 -3.230 0.190  C8 1.555, H21 1.117, H22 1.107, H23 1.089
10 O 2.256 -2.033 -1.795  C8 1.222
11 C 0.216 0.003 -1.282  N7 1.423, C12 1.400, C16 1.442
12 C 0.565 0.292 -2.607  C11 1.400, C13 1.413, H24 1.077
13 C 0.182 1.524 -3.182  C12 1.413, N14 1.352, H25 1.094
14 N -0.494 2.500 -2.536  C13 1.352, C15 1.334
15 C -0.758 2.259 -1.251  N14 1.334, C16 1.417, H26 1.042
16 C -0.481 1.047 -0.572  N4 1.398, C11 1.442, C15 1.417
17 H -1.023 2.089 3.900  C1 1.094
18 H -2.324 1.012 3.294  C1 1.108
19 H -0.657 0.417 3.429  C1 1.081
20 H -1.671 -0.839 1.952  C5 1.108
21 H 1.759 -2.883 1.249  C9 1.117
22 H 2.859 -3.603 -0.009  C9 1.107
23 H 1.180 -4.090 0.070  C9 1.089
24 H 1.147 -0.397 -3.196  C12 1.077
25 H 0.361 1.648 -4.254  C13 1.094
26 H -1.338 2.983 -0.777  C15 1.042

The molecule C4H6O. Source: the OMol25 dataset; level of theory: wB97M-V/def2-TZVPD.

- highest occupied orbital energy (eV) = -9.764
- calculated total energy (eV) = -6291.1231
- multiplicity = 1
- structure (SMILES) = O=CC1CC1
- HOMO-LUMO gap (Ha) = 0.3989
- LUMO energy (eV) = 1.09

Bonds (Å) are listed after each position.
Atoms and positions in Å:
1 O -1.398 2.129 -0.273  C2 1.210
2 C -1.226 0.988 0.090  O1 1.210, C3 1.485, H6 1.110
3 C 0.143 0.485 0.368  C2 1.485, C4 1.513, C5 1.526, H7 1.085
4 C 0.716 -0.889 0.637  C3 1.513, C5 1.484, H8 1.089, H9 1.087
5 C 0.405 -0.507 -0.762  C3 1.526, C4 1.484, H10 1.082, H11 1.089
6 H -2.055 0.252 0.040  C2 1.110
7 H 0.837 1.300 0.543  C3 1.085
8 H 1.772 -0.845 0.899  C4 1.089
9 H 0.189 -1.707 1.121  C4 1.087
10 H 1.134 -0.261 -1.522  C5 1.082
11 H -0.517 -0.944 -1.142  C5 1.089

Result set for energy above the lowest of the compared OMol25 structures with the same formula, charge and spin: 46.92; 55.12; 7.44; 114.76; 0.00; 18.33 kcal per mole, one per record in the order listed.